Computed, not measured: a structure of composition C37H59N5O2SSi3TeTi, with ωB97M-V/def2-TZVPD.

Results
net charge: -1
2S+1: 2
orbital gap (spin up / spin down): 0.21581 / 0.21944 Eh
<S²>: 0.769

Last column: Löwdin charge in e.
Atoms and positions in Å:
1 Ti -0.327 0.172 1.782  0.846
2 N -1.958 -1.338 5.659  0.057
3 C -1.188 -1.026 4.568  -0.841
4 S -0.857 0.630 4.240  0.720
5 N -0.708 -2.048 3.893  0.001
6 N 0.066 -1.613 2.862  -0.156
7 C 1.041 -2.367 2.472  -0.090
8 C 1.985 -1.761 1.572  -0.284
9 C 3.099 -2.446 1.073  -0.048
10 C 4.033 -1.765 0.329  -0.086
11 C 3.840 -0.400 0.092  -0.075
12 C 2.705 0.202 0.589  -0.152
13 N 1.775 -0.448 1.303  0.030
14 H -2.564 -0.601 5.978  0.072
15 H -2.342 -2.269 5.661  0.083
16 H 1.197 -3.355 2.894  0.126
17 H 3.207 -3.500 1.290  0.114
18 H 4.900 -2.277 -0.067  0.106
19 H 4.557 0.186 -0.465  0.103
20 H 2.526 1.257 0.430  0.088
21 C 0.129 1.922 -0.620  -0.139
22 O -0.167 1.982 0.789  -0.418
23 Si -0.892 3.519 1.366  0.328
24 C -2.644 3.337 0.709  -0.148
25 C -0.064 4.800 0.242  -0.169
26 C -0.633 3.678 3.093  -0.475
27 Si -2.067 4.107 4.121  0.334
28 C -2.712 5.869 3.803  -0.198
29 C -3.593 3.003 3.886  -0.196
30 C -1.708 4.097 5.977  -0.200
31 Si 1.082 3.879 3.636  0.340
32 C 1.453 3.433 5.433  -0.196
33 C 1.767 5.639 3.433  -0.189
34 C 2.272 2.758 2.666  -0.185
35 H 0.953 2.601 -0.846  0.083
36 H -0.750 2.218 -1.196  0.088
37 H 0.383 0.901 -0.893  0.012
38 H -2.641 3.270 -0.382  0.027
39 H -3.276 4.185 0.983  0.026
40 H -3.100 2.430 1.108  0.024
41 H -0.270 4.672 -0.824  0.022
42 H 1.017 4.851 0.382  0.021
43 H -0.470 5.770 0.544  0.035
44 H -3.009 5.983 2.756  0.009
45 H -1.936 6.612 4.007  0.016
46 H -3.582 6.104 4.424  0.017
47 H -4.274 3.420 3.140  0.015
48 H -4.142 2.939 4.831  0.020
49 H -3.330 1.988 3.585  -0.007
50 H -0.992 4.873 6.258  0.014
51 H -2.636 4.288 6.525  0.021
52 H -1.310 3.132 6.296  0.012
53 H 1.049 4.158 6.140  0.007
54 H 2.538 3.398 5.576  0.024
55 H 1.044 2.451 5.681  0.001
56 H 1.173 6.347 4.018  0.019
57 H 1.724 5.960 2.389  0.006
58 H 2.805 5.710 3.772  0.017
59 H 2.067 1.712 2.915  0.015
60 H 3.309 2.969 2.943  0.034
61 H 2.186 2.871 1.583  0.004
62 C -3.215 -1.021 -0.378  0.002
63 C -2.027 -0.697 0.482  -0.654
64 O -2.283 -0.130 1.658  -0.213
65 N -0.787 -0.889 0.190  -0.070
66 Te 1.012 -1.852 -2.024  1.528
67 C -0.798 -2.806 -2.560  -0.429
68 C -1.483 -2.428 -3.718  -0.302
69 C -0.988 -1.341 -4.633  -0.069
70 C -2.684 -3.064 -4.028  -0.024
71 C -3.224 -4.047 -3.214  -0.274
72 C -4.512 -4.735 -3.576  -0.056
73 C -2.537 -4.387 -2.056  -0.023
74 C -1.333 -3.784 -1.709  -0.323
75 C -0.676 -4.178 -0.417  -0.081
76 C 2.106 -2.422 -3.772  -0.412
77 C 2.196 -3.754 -4.203  -0.293
78 C 1.521 -4.882 -3.473  -0.065
79 C 2.940 -4.054 -5.340  -0.025
80 C 3.616 -3.078 -6.057  -0.279
81 C 4.442 -3.437 -7.264  -0.060
82 C 3.534 -1.768 -5.608  -0.027
83 C 2.792 -1.425 -4.481  -0.321
84 C 2.746 0.024 -4.067  -0.096
85 H -3.812 -0.116 -0.510  0.079
86 H -3.842 -1.755 0.133  0.084
87 H -2.904 -1.413 -1.344  0.058
88 H -0.787 -0.429 -4.068  0.063
89 H -1.731 -1.122 -5.400  0.074
90 H -0.057 -1.624 -5.127  0.071
91 H -3.218 -2.765 -4.925  0.111
92 H -5.113 -4.118 -4.245  0.072
93 H -5.105 -4.953 -2.688  0.075
94 H -4.319 -5.684 -4.084  0.078
95 H -2.955 -5.136 -1.391  0.115
96 H -1.248 -4.964 0.076  0.077
97 H -0.611 -3.316 0.250  0.044
98 H 0.342 -4.535 -0.584  0.051
99 H 0.440 -4.871 -3.627  0.078
100 H 1.688 -4.796 -2.398  0.054
101 H 1.907 -5.842 -3.814  0.074
102 H 2.998 -5.088 -5.668  0.112
103 H 3.944 -4.193 -7.872  0.074
104 H 5.412 -3.842 -6.967  0.078
105 H 4.625 -2.563 -7.889  0.070
106 H 4.057 -0.987 -6.151  0.109
107 H 3.333 0.636 -4.752  0.072
108 H 3.143 0.166 -3.059  0.057
109 H 1.720 0.397 -4.052  0.057

=====

Computed, not measured: a structure of composition C37H59N7OPRuSi2Te, with ωB97M-V/def2-TZVPD.

Results
net charge: +2
2S+1: 6
orbital gap (spin up / spin down): 0.23383 / 0.22102 Eh
<S²>: 8.805

Last column: Löwdin charge in e.
Atoms and positions in Å:
1 Ru 0.380 0.379 0.016  1.204
2 C -4.243 -0.748 -2.961  -0.057
3 C -3.302 0.278 -3.150  -0.027
4 C -2.487 0.654 -2.073  -0.013
5 C -2.603 0.041 -0.798  -0.295
6 C -3.635 -0.913 -0.635  -0.024
7 C -4.415 -1.307 -1.721  -0.062
8 N -1.750 0.337 0.214  -0.007
9 C -2.125 0.220 1.542  -0.246
10 C -3.429 0.433 1.981  -0.029
11 C -3.706 0.477 3.320  -0.057
12 C -2.702 0.296 4.274  -0.021
13 C -1.378 0.040 3.877  -0.003
14 C -1.085 0.118 2.516  -0.240
15 N 0.204 -0.026 2.019  -0.134
16 N 1.254 0.035 2.839  0.097
17 C 2.396 0.206 2.145  -0.308
18 C 3.680 0.051 2.766  0.048
19 C 4.818 0.224 1.973  -0.023
20 C 4.697 0.496 0.623  -0.047
21 C 3.448 0.609 0.056  -0.150
22 N 2.324 0.468 0.778  -0.053
23 H -4.832 -1.055 -3.804  0.116
24 H -3.230 0.747 -4.113  0.113
25 H -1.750 1.412 -2.216  0.039
26 H -3.822 -1.398 0.330  0.108
27 H -5.164 -2.081 -1.548  0.125
28 H -4.247 0.569 1.275  0.129
29 H -4.736 0.674 3.622  0.124
30 H -2.958 0.264 5.322  0.118
31 H -0.536 -0.176 4.512  0.112
32 H 3.630 -0.122 3.817  0.114
33 H 5.783 0.067 2.405  0.118
34 H 5.569 0.634 0.005  0.120
35 H 3.337 0.796 -1.015  0.115
36 C -1.971 5.078 3.506  -0.166
37 Si -1.645 5.033 1.633  0.452
38 C -1.058 6.693 0.983  -0.165
39 C -3.194 4.509 0.705  -0.172
40 C -0.421 3.551 1.438  -0.581
41 Te 0.054 3.038 -0.509  1.354
42 C 1.942 3.898 -0.526  -0.579
43 Si 2.464 4.534 -2.253  0.435
44 C 2.497 3.044 -3.432  -0.175
45 C 4.160 5.288 -1.955  -0.174
46 C 1.219 5.855 -2.837  -0.190
47 H -2.489 5.991 3.806  0.038
48 H -1.063 5.049 4.117  0.037
49 H -2.601 4.242 3.828  0.028
50 H -1.940 7.333 0.980  0.042
51 H -0.642 6.643 -0.016  0.013
52 H -0.296 7.126 1.640  0.042
53 H -3.940 5.289 0.669  0.040
54 H -3.577 3.656 1.279  0.025
55 H -2.960 4.165 -0.300  0.010
56 H -1.030 2.753 1.881  -0.007
57 H 0.470 3.637 2.047  0.027
58 H 2.665 3.205 -0.100  -0.004
59 H 1.872 4.730 0.178  0.027
60 H 3.351 2.405 -3.155  0.029
61 H 2.647 3.310 -4.465  0.032
62 H 1.648 2.378 -3.341  0.005
63 H 4.905 4.583 -1.599  0.029
64 H 4.033 6.062 -1.203  0.033
65 H 4.556 5.782 -2.864  0.051
66 H 0.162 5.480 -2.868  0.026
67 H 1.462 6.230 -3.856  0.044
68 H 1.190 6.751 -2.160  0.044
69 O 0.273 -1.385 -0.931  -0.429
70 P 0.368 -2.860 -0.510  0.580
71 N -0.323 -3.292 0.890  -0.151
72 C 0.345 -3.463 2.250  -0.154
73 C -0.804 -3.707 3.209  -0.149
74 C -1.919 -4.334 2.367  -0.136
75 C -1.786 -3.606 1.027  -0.153
76 N -0.454 -3.655 -1.678  -0.178
77 C -0.574 -5.135 -1.691  -0.198
78 C -1.688 -5.359 -2.655  -0.165
79 C -1.413 -4.288 -3.712  -0.146
80 C -1.129 -3.067 -2.854  -0.168
81 N 1.987 -3.080 -0.369  -0.171
82 C 2.518 -4.360 0.146  -0.205
83 C 3.545 -4.789 -0.879  -0.160
84 C 4.129 -3.427 -1.270  -0.151
85 C 2.835 -2.638 -1.475  -0.204
86 H 0.962 -2.595 2.477  0.096
87 H 0.981 -4.339 2.227  0.095
88 H -1.147 -2.731 3.579  0.099
89 H -0.430 -4.305 4.056  0.131
90 H -2.893 -4.207 2.793  0.110
91 H -1.805 -5.404 2.213  0.117
92 H -2.312 -2.657 1.071  0.082
93 H -2.161 -4.173 0.139  0.116
94 H -0.757 -5.526 -0.691  0.109
95 H 0.328 -5.612 -2.079  0.120
96 H -2.632 -5.168 -2.168  0.111
97 H -1.701 -6.377 -3.065  0.131
98 H -2.232 -4.103 -4.401  0.118
99 H -0.552 -4.519 -4.336  0.120
100 H -2.029 -2.580 -2.501  0.092
101 H -0.488 -2.349 -3.351  0.115
102 H 1.764 -5.107 0.326  0.104
103 H 3.034 -4.157 1.103  0.126
104 H 3.093 -5.284 -1.729  0.111
105 H 4.276 -5.480 -0.436  0.128
106 H 4.740 -3.426 -2.173  0.122
107 H 4.717 -3.038 -0.432  0.116
108 H 2.436 -2.870 -2.479  0.129
109 H 3.035 -1.565 -1.456  0.086

=====

Relative energy (zero: lowest compared OMol25 entry of this formula, charge and spin) across the listed records, respectively: 10.05; 0.00 kcal per mole.
Electronic energy across the listed records, respectively: -115756.713; -86712.887 eV.
F_max across the listed records, respectively: 0.7; 2.2 eV Å⁻¹.